1.
Formula: C44H92ClI2N3NbO6
Source: OMol25
Level of theory: ωB97M-V/def2-TZVPD

Orbital gap   0.2448 Ha
Net charge   -1
LUMO   1.96 eV
Maximum force   1.5 eV/Å

CARTESIAN COORDINATES (ANGSTROEM)
1 C -2.72466 1.57584 2.54184
2 C -2.26048 0.11691 2.41530
3 C -3.33080 -0.91510 2.04772
4 Cl -4.79866 -0.70762 3.08211
5 Nb -3.78626 -1.16294 -0.16691
6 I -4.27021 -1.61034 -2.97302
7 C -2.30547 -2.89832 -0.11285
8 C -1.77484 -3.45519 -1.44360
9 C -2.28863 0.38591 -0.84124
10 C -0.85927 -0.09550 -1.19527
11 C 0.15278 1.05043 -0.96321
12 C 1.46320 0.89785 -1.75238
13 C 2.74081 0.98093 -0.88917
14 C 3.61622 2.21510 -1.20888
15 C 3.51662 3.29115 -0.12905
16 C 4.39396 3.01449 1.07060
17 C 4.35139 4.13886 2.08829
18 C 4.85538 3.70406 3.43139
19 O 4.99066 4.84621 4.27238
20 C 5.08117 4.48105 5.62348
21 C -5.37497 0.45159 -0.03981
22 C -5.42564 1.48496 -1.19139
23 C -4.94980 2.86692 -0.71363
24 C -5.98663 3.50072 0.22487
25 N -5.31274 3.97843 1.45690
26 C -6.11026 4.42655 2.47227
27 N -5.69570 5.36274 3.24052
28 N -7.34519 3.76377 2.61731
29 C -5.46659 -2.69328 0.17369
30 C -5.30743 -3.65619 1.37923
31 C -5.17763 -5.15428 0.97507
32 I -7.19387 -3.56122 2.52296
33 H -2.21515 2.19190 1.80499
34 H -3.79493 1.70475 2.46128
35 H -2.43720 1.96706 3.51176
36 H -1.88641 -0.17725 3.39823
37 H -1.39878 0.02833 1.76245
38 H -2.91521 -1.87061 2.35176
39 H -1.46482 -2.58408 0.50918
40 H -2.71357 -3.76228 0.40977
41 H -2.50281 -4.07394 -1.95216
42 H -0.93510 -4.12590 -1.21326
43 H -1.37634 -2.70169 -2.11337
44 H -2.67952 0.84042 -1.75064
45 H -2.19516 1.22662 -0.15384
46 H -0.49680 -0.92261 -0.59107
47 H -0.83378 -0.31282 -2.25807
48 H -0.30079 2.02355 -1.12545
49 H 0.40790 0.99615 0.09410
50 H 1.50101 -0.02590 -2.32387
51 H 1.51784 1.69610 -2.48699
52 H 2.47843 1.05744 0.16135
53 H 3.35693 0.10234 -1.04889
54 H 3.42416 2.61774 -2.19618
55 H 4.65215 1.87096 -1.19583
56 H 2.47947 3.28676 0.21251
57 H 3.71189 4.28168 -0.53671
58 H 5.41956 2.79124 0.78570
59 H 4.02429 2.11353 1.56919
60 H 4.99522 4.94988 1.74978
61 H 3.35178 4.55079 2.16913
62 H 5.83701 3.23215 3.35480
63 H 4.13408 3.02722 3.89558
64 H 5.16791 5.38231 6.21501
65 H 4.21031 3.90730 5.94495
66 H 5.95650 3.85101 5.81123
67 H -5.15813 1.01020 0.87482
68 H -6.37873 0.06723 0.11160
69 H -6.46831 1.60668 -1.48787
70 H -4.86006 1.22612 -2.08157
71 H -4.70992 3.52031 -1.55016
72 H -4.04290 2.69627 -0.14018
73 H -6.51409 4.31263 -0.27846
74 H -6.69336 2.73953 0.51915
75 H -4.61262 4.67179 1.23303
76 H -6.38129 5.55841 3.96359
77 H -7.86699 4.17147 3.37951
78 H -7.17303 2.78021 2.81611
79 H -6.40838 -2.17362 0.25965
80 H -5.57698 -3.31244 -0.71170
81 H -4.47560 -3.44570 2.03898
82 H -5.73578 -5.73919 1.69458
83 H -4.13783 -5.44729 1.09319
84 H -5.57575 -5.34830 -0.01202
85 C 1.31093 7.64089 -0.83584
86 C 1.43863 8.03035 -2.30371
87 C 2.14464 6.81534 -2.88610
88 O 1.72728 5.68586 -2.10896
89 C 1.04901 6.14509 -0.93271
90 H 0.52340 8.17406 -0.30499
91 H 2.25602 7.82354 -0.31779
92 H 0.44623 8.13770 -2.74844
93 H 1.98691 8.95730 -2.46803
94 H 3.23120 6.90425 -2.80135
95 H 1.89650 6.64316 -3.93222
96 H -0.01864 5.93391 -1.05306
97 H 1.41672 5.59728 -0.06411
98 C 0.05098 -6.07828 2.41292
99 C 0.89301 -5.10028 3.22249
100 C 0.22762 -3.77461 2.88746
101 O -1.15153 -4.06157 2.64892
102 C -1.33715 -5.47142 2.53209
103 H 0.09409 -7.10482 2.77740
104 H 0.37785 -6.07283 1.36927
105 H 0.78727 -5.31298 4.29080
106 H 1.95171 -5.11957 2.97328
107 H 0.64976 -3.33690 1.97426
108 H 0.31019 -3.04182 3.69218
109 H -1.84852 -5.82587 3.43520
110 H -1.96957 -5.68575 1.66881
111 C 5.63075 -6.40046 0.71144
112 C 5.97272 -4.92329 0.87007
113 C 4.60027 -4.31280 1.11449
114 O 3.82500 -5.31279 1.78447
115 C 4.50638 -6.56815 1.72329
116 H 6.46975 -7.06973 0.89748
117 H 5.25961 -6.59084 -0.29821
118 H 6.61028 -4.77988 1.74587
119 H 6.47872 -4.49292 0.00717
120 H 4.10097 -4.06460 0.17244
121 H 4.63949 -3.41480 1.73167
122 H 4.89993 -6.79545 2.72030
123 H 3.79789 -7.34918 1.44464
124 C 5.59139 4.33805 -5.44786
125 C 6.49153 5.44330 -4.90664
126 C 5.65004 6.68490 -5.16832
127 O 4.28494 6.27523 -5.07781
128 C 4.21119 4.84493 -5.05649
129 H 5.81005 3.35255 -5.03952
130 H 5.67913 4.28412 -6.53582
131 H 6.63986 5.30925 -3.83250
132 H 7.47059 5.48792 -5.38222
133 H 5.82582 7.08099 -6.17494
134 H 5.83617 7.48160 -4.44597
135 H 3.94324 4.52967 -4.04199
136 H 3.42764 4.51422 -5.73844
137 C -2.31542 -7.60142 -3.14652
138 C -1.29814 -8.52131 -2.49179
139 C -1.33249 -8.05369 -1.04426
140 O -2.66214 -7.57704 -0.80535
141 C -3.36252 -7.46418 -2.05303
142 H -2.72522 -7.99220 -4.07714
143 H -1.86253 -6.62911 -3.35378
144 H -1.63951 -9.55799 -2.55798
145 H -0.30265 -8.46193 -2.93104
146 H -0.63878 -7.22171 -0.87882
147 H -1.09522 -8.84923 -0.33567
148 H -4.10101 -8.27255 -2.10154
149 H -3.88909 -6.51044 -2.09166

Here are the Löwdin charges for atoms 1 to 8, given in e: number 1, C, carries -0.133; number 2, C, carries -0.349; number 3, C, carries -0.766; number 4, Cl, carries 0.526; number 5, Nb, carries 1.598; number 6, I, carries 0.152; number 7, C, carries -0.398; number 8, C, carries -0.268

2.
Formula: C5H15N2O
Source: OMol25
Level of theory: ωB97M-V/def2-TZVPD

Orbital gap   0.3936 Ha
Net charge   +1
Energy relative to the best compared isomer or geometry (same formula, charge and spin)   35.5 kcal per mole
LUMO   -2.86 eV
Maximum force   3.6 eV/Å

CARTESIAN COORDINATES (ANGSTROEM)
1 C -1.14184 -0.93813 1.13423
2 N -2.02002 -0.53253 -0.01458
3 C 0.36916 -0.57213 0.77755
4 N 0.44650 0.09938 -0.51427
5 C 0.61861 1.57684 -0.25447
6 C 1.53202 1.63528 0.93012
7 C 1.06502 0.41797 1.75551
8 H -1.02404 -2.01052 1.06997
9 H -1.44455 -0.49531 2.09987
10 H -2.33673 -1.37596 -0.49187
11 H -2.77368 0.04460 0.31880
12 H 0.90429 -1.54770 0.91210
13 H -0.32475 -0.15355 -1.21309
14 H 1.32833 -0.26600 -0.97423
15 H -0.43243 2.00187 -0.05876
16 H 0.98114 2.03298 -1.20047
17 H 2.59642 1.72830 0.78681
18 H 1.27830 2.41660 1.65962
19 H 1.91097 -0.21475 2.11078
20 H 0.65845 0.46915 2.80124
21 H -0.57943 -2.14540 -3.12132
22 H -0.96203 -0.77675 -3.59505
23 O -0.42010 -1.21205 -2.92272

Here are the natural (NBO) charges for atoms 1 to 8, given in e: number 1, C, carries -0.235; number 2, N, carries -0.877; number 3, C, carries -0.077; number 4, N, carries -0.557; number 5, C, carries -0.225; number 6, C, carries -0.464; number 7, C, carries -0.443; number 8, H, carries 0.205

3.
Formula: C3H4O6S2
Source: OMol25
Level of theory: ωB97M-V/def2-TZVPD

Orbital gap   0.3676 Ha
Energy relative to the best compared isomer or geometry (same formula, charge and spin)   32.1 kcal per mole
LUMO   0.06 eV
Maximum force   5.2 eV/Å

CARTESIAN COORDINATES (ANGSTROEM)
1 C -0.65726 -0.96530 -0.90214
2 C 0.65274 -1.19642 -0.59356
3 C 0.06623 1.40973 0.36099
4 O -1.74937 1.42835 -1.64043
5 O -2.40749 0.15894 0.34340
6 O 1.50494 0.98428 -1.89197
7 O 2.55089 0.60265 0.33398
8 O -1.58061 -1.95116 -1.05821
9 O 1.56038 -2.19028 -0.64149
10 S -1.36263 0.60978 -0.54392
11 S 1.39820 0.57791 -0.51595
12 H -0.15758 2.52940 0.12449
13 H 0.15054 1.07174 1.31879
14 H -2.40848 -1.56483 -0.80411
15 H 2.44210 -1.86884 -0.72199

Here are the natural (NBO) charges for atoms 1 to 8, given in e: number 1, C, carries -0.081; number 2, C, carries 0.084; number 3, C, carries -0.884; number 4, O, carries -0.876; number 5, O, carries -0.937; number 6, O, carries -0.896; number 7, O, carries -0.917; number 8, O, carries -0.635

4.
Formula: C8H8NO3
Source: OMol25
Level of theory: ωB97M-V/def2-TZVPD

Orbital gap (spin up / spin down)   0.1522 / 0.1985 Ha
Net charge   -1
Energy relative to the best compared isomer or geometry (same formula, charge and spin)   33.8 kcal per mole
Expectation value of S²   2.030
Multiplicity   3
LUMO (spin up / spin down)   3.66 / 1.75 eV
Maximum force   6.3 eV/Å

CARTESIAN COORDINATES (ANGSTROEM)
1 C 1.49562 -0.08409 0.04477
2 C 1.40037 1.19764 0.44409
3 C 0.62369 -1.12318 0.02489
4 C -0.91972 1.41987 -0.29210
5 C -0.88500 -0.96511 0.04934
6 C -1.51145 2.59309 -0.27694
7 C -1.66637 -2.04986 0.26965
8 C 2.95011 -0.62360 -0.01078
9 N -1.49562 0.18939 -0.30374
10 O 1.75933 2.21510 0.91948
11 O 1.08336 -2.25092 0.09289
12 O 3.94328 0.13267 -0.68035
13 H -2.59519 2.91308 -0.39632
14 H -0.88098 3.49568 -0.07296
15 H -2.72956 -1.85749 0.12727
16 H -1.34487 -2.98208 0.40990
17 H 2.93752 -1.62032 -0.52624
18 H 3.44501 -0.87374 0.93875
19 H -2.45961 0.05067 -0.48704
20 H 3.47421 0.50576 -1.45241

Here are the natural (NBO) charges for atoms 1 to 8, given in e: number 1, C, carries -0.401; number 2, C, carries 0.645; number 3, C, carries 0.299; number 4, C, carries 0.331; number 5, C, carries 0.074; number 6, C, carries -0.692; number 7, C, carries -0.580; number 8, C, carries -0.048

5.
Formula: C22H28N2O6S
Source: OMol25
Level of theory: ωB97M-V/def2-TZVPD

Orbital gap   0.3195 Ha
Energy relative to the best compared isomer or geometry (same formula, charge and spin)   39.9 kcal per mole
SMILES   COc1ccc(N(CC(=O)NC[C@H]2CCCO2)S(=O)(=O)c2ccc(C)cc2)cc1OC
LUMO   0.38 eV
Maximum force   1.0 eV/Å

CARTESIAN COORDINATES (ANGSTROEM)
1 C 3.01642 4.11809 2.58965
2 O 1.68133 3.66748 2.51436
3 C 1.32328 2.66901 1.66146
4 C -0.04634 2.57030 1.43070
5 C -0.58712 1.60000 0.61069
6 C 0.25917 0.70390 -0.01883
7 N -0.28761 -0.34056 -0.79724
8 C 0.25746 -0.63828 -2.10871
9 C -0.84967 -0.31854 -3.12789
10 O -0.80970 0.65814 -3.84640
11 N -1.84691 -1.21751 -3.10157
12 C -3.14176 -0.95916 -3.68235
13 C -4.19600 -0.77416 -2.57499
14 C -3.83397 0.38220 -1.62232
15 C -5.13883 1.17263 -1.51885
16 C -5.77383 0.87595 -2.87587
17 O -5.46531 -0.47857 -3.13845
18 S -0.87260 -1.59406 0.13902
19 O -1.16289 -2.68670 -0.75321
20 O -1.93768 -1.09150 0.94993
21 C 0.52928 -1.99726 1.16792
22 C 1.48065 -2.88363 0.70312
23 C 2.64576 -3.06746 1.42799
24 C 2.86734 -2.36081 2.60617
25 C 4.12757 -2.55586 3.39059
26 C 1.88851 -1.47923 3.05838
27 C 0.72132 -1.29201 2.34145
28 C 1.63073 0.77817 0.20493
29 C 2.18001 1.73521 1.04495
30 O 3.52012 1.78479 1.33451
31 C 4.37494 0.83488 0.74867
32 H 3.41974 4.34582 1.60075
33 H 2.97412 5.03151 3.18281
34 H 3.66401 3.39174 3.08446
35 H -0.68054 3.28747 1.92643
36 H -1.65044 1.52508 0.46215
37 H 1.11975 -0.00179 -2.31211
38 H 0.53791 -1.69242 -2.17147
39 H -1.80176 -1.94977 -2.40069
40 H -3.43835 -1.78989 -4.32919
41 H -3.06163 -0.05069 -4.28430
42 H -4.29713 -1.72179 -2.02980
43 H -3.47968 0.01376 -0.66167
44 H -3.05325 0.99897 -2.07020
45 H -4.98152 2.23584 -1.35436
46 H -5.76530 0.77378 -0.72072
47 H -6.86020 0.97366 -2.88994
48 H -5.34368 1.52426 -3.65320
49 H 1.29439 -3.42519 -0.21102
50 H 3.39395 -3.76086 1.07260
51 H 3.94796 -3.25541 4.20690
52 H 4.91974 -2.96163 2.76646
53 H 4.46133 -1.61660 3.82568
54 H 2.04917 -0.92875 3.97321
55 H -0.04533 -0.61043 2.67253
56 H 2.26895 0.05061 -0.27090
57 H 5.36743 1.06520 1.13374
58 H 4.38569 0.91795 -0.34266
59 H 4.10100 -0.18587 1.03670

Here are the natural (NBO) charges for atoms 1 to 8, given in e: number 1, C, carries -0.240; number 2, O, carries -0.495; number 3, C, carries 0.269; number 4, C, carries -0.229; number 5, C, carries -0.223; number 6, C, carries 0.183; number 7, N, carries -0.705; number 8, C, carries -0.312

6.
Formula: C6H14O
Source: OMol25
Level of theory: ωB97M-V/def2-TZVPD

Orbital gap   0.3937 Ha
Energy relative to the best compared isomer or geometry (same formula, charge and spin)   23.2 kcal per mole
SMILES   CCCCCOC
LUMO   1.11 eV
Maximum force   0.4 eV/Å

CARTESIAN COORDINATES (ANGSTROEM)
1 C 0.24904 3.06607 0.02717
2 C 0.39772 1.68732 0.66081
3 C -0.65378 0.66600 0.22206
4 C -0.43898 -0.67377 0.94135
5 C -0.84648 -1.96727 0.21297
6 O 0.29335 -2.72543 -0.15140
7 C 0.88017 -2.35470 -1.37705
8 H 1.06338 3.72798 0.33952
9 H -0.69603 3.53931 0.31630
10 H 0.27081 3.00361 -1.06692
11 H 1.38742 1.27727 0.41753
12 H 0.37218 1.78131 1.75524
13 H -1.66132 1.05741 0.42271
14 H -0.59532 0.53378 -0.86765
15 H -0.91654 -0.63031 1.92739
16 H 0.63114 -0.80414 1.13636
17 H -1.41492 -2.62102 0.87975
18 H -1.48130 -1.76704 -0.66610
19 H 0.39723 -2.88732 -2.21595
20 H 1.93973 -2.64041 -1.33848
21 H 0.82249 -1.26866 -1.57564

Here are the natural (NBO) charges for atoms 1 to 8, given in e: number 1, C, carries -0.604; number 2, C, carries -0.389; number 3, C, carries -0.395; number 4, C, carries -0.440; number 5, C, carries -0.060; number 6, O, carries -0.544; number 7, C, carries -0.253; number 8, H, carries 0.210

7.
Formula: C2H9OS
Source: OMol25
Level of theory: ωB97M-V/def2-TZVPD

Orbital gap   0.4638 Ha
Net charge   +1
Energy relative to the best compared isomer or geometry (same formula, charge and spin)   11.6 kcal per mole
LUMO   -3.53 eV
Maximum force   1.9 eV/Å

CARTESIAN COORDINATES (ANGSTROEM)
1 O 1.92636 -0.06775 0.73217
2 H 2.00957 -0.95680 1.08831
3 H 2.84312 0.22794 0.55218
4 H 0.40352 1.40602 -0.07426
5 C -0.17039 -0.03860 -1.65681
6 S -0.84696 0.95264 -0.26471
7 C -1.38301 -0.04389 1.17371
8 H 0.90629 -0.13122 -1.62732
9 H -0.61567 -1.02708 -1.50985
10 H -0.55546 0.31217 -2.61043
11 H -0.58053 -0.52238 1.72421
12 H -2.02130 -0.75455 0.64886
13 H -1.91556 0.64350 1.82395

Here are the natural (NBO) charges for atoms 1 to 8, given in e: number 1, O, carries -0.986; number 2, H, carries 0.493; number 3, H, carries 0.501; number 4, H, carries 0.210; number 5, C, carries -0.723; number 6, S, carries 0.610; number 7, C, carries -0.701; number 8, H, carries 0.272

8.
Formula: C3H13N4
Source: OMol25
Level of theory: ωB97M-V/def2-TZVPD

Orbital gap   0.3458 Ha
Net charge   +1
Energy relative to the best compared isomer or geometry (same formula, charge and spin)   86.2 kcal per mole
LUMO   -2.59 eV
Maximum force   4.8 eV/Å

CARTESIAN COORDINATES (ANGSTROEM)
1 C 2.49405 -0.37511 1.66669
2 C -0.46391 0.22230 -0.39115
3 C 1.83674 0.88727 1.28291
4 N -0.56937 0.79049 -1.59008
5 N -1.28795 -0.68066 0.02867
6 N 2.28189 1.99688 1.82462
7 N -3.04457 -1.47727 -2.12741
8 H 1.65686 -0.93306 2.14743
9 H 2.68299 -0.86595 0.73277
10 H 3.54285 -0.38721 2.27212
11 H 0.59668 0.70477 0.39433
12 H 0.17621 1.49256 -1.66428
13 H -1.43062 0.83964 -2.08186
14 H -2.14899 -0.74141 -0.58799
15 H -1.29252 -1.03833 0.98554
16 H 3.28443 1.83880 2.15138
17 H 1.75141 2.81381 1.91385
18 H -3.74730 -2.01935 -1.53995
19 H -3.72654 -0.88449 -2.63874
20 H -2.59234 -2.18368 -2.77887

Here are the natural (NBO) charges for atoms 1 to 8, given in e: number 1, C, carries -0.732; number 2, C, carries 0.276; number 3, C, carries 0.187; number 4, N, carries -0.765; number 5, N, carries -0.762; number 6, N, carries -0.698; number 7, N, carries -1.119; number 8, H, carries 0.266